Record 1
The following is a DFT calculation (ωB97M-V with the def2-TZVPD basis set) of a molecular structure, C4H11O3Rh.

Each line ends with the Löwdin charge.
Geometry (Å):
O  -0.836  -0.548  2.079  -0.25
C  -0.217  -1.736  1.726  -0.25
C  0.464  -1.617  0.369  -0.18
O  -0.494  -1.086  -0.547  -0.40
C  0.022  -0.841  -1.842  -0.06
Rh  -1.580  0.332  0.543  1.22
H  -0.932  -2.586  1.677  0.16
H  0.565  -2.038  2.452  0.15
H  0.825  -2.591  0.000  0.15
H  1.314  -0.914  0.427  0.13
H  0.387  -1.777  -2.290  0.12
H  -0.791  -0.435  -2.454  0.11
H  0.849  -0.114  -1.797  0.10
O  -0.079  1.664  0.333  -0.33
H  0.775  1.418  0.724  0.12
C  -0.067  2.971  -0.230  -0.08
H  -0.268  2.861  -1.301  0.10
H  -0.852  3.595  0.221  0.10
H  0.916  3.444  -0.090  0.11

Force components x, y, z for each atom (eV/Å):
O 0.59 -0.39 0.91
C 1.09 -1.58 -0.08
C 0.52 -0.33 0.17
O 0.18 -0.61 0.07
C 0.35 0.27 -1.17
Rh -3.59 0.49 -0.64
H -0.06 0.60 0.18
H -0.48 0.29 -0.08
H -0.10 0.32 0.20
H -0.12 -0.26 -0.06
H -0.16 0.23 0.22
H 0.21 -0.15 0.22
H -0.21 -0.20 0.02
O 2.05 0.10 0.76
H -0.19 0.37 -0.03
C -0.10 1.32 -0.96
H 0.06 0.17 0.24
H 0.31 -0.37 -0.02
H -0.36 -0.26 0.05

Summary:
* charge: +1
* Kohn-Sham gap (alpha / beta): 7.06 / 8.15 eV
* energy above the lowest of the compared OMol25 structures with the same formula, charge and spin: 0.0 kcal per mole
* E: -13462.77769 eV
* multiplicity: 6
* expectation value of S²: 8.761
* lowest unoccupied orbital energy (alpha / beta): -3.20 / -7.12 eV


Record 2
The following is a DFT calculation (ωB97M-V with the def2-TZVPD basis set) of a molecular structure, C4H11O3Tb.

Each line ends with the Löwdin charge.
Geometry (Å):
C  2.223  -0.416  -1.152  -0.09
H  2.663  0.282  -1.875  0.09
H  2.947  -1.233  -0.989  0.08
H  1.302  -0.884  -1.536  0.08
O  -1.926  2.661  -2.395  -0.78
Tb  -3.328  4.275  -2.004  0.84
H  -2.138  1.727  -2.626  -0.06
O  2.022  0.312  0.073  -0.19
C  -2.008  -0.203  0.914  -0.12
O  -0.670  0.131  1.175  -0.18
C  0.209  -0.962  1.140  -0.24
C  1.640  -0.464  1.185  -0.22
H  -2.548  0.732  0.718  0.08
H  -2.124  -0.814  0.002  0.09
H  -2.422  -0.791  1.752  0.09
H  0.044  -1.582  0.239  0.12
H  0.034  -1.613  2.017  0.13
H  2.309  -1.335  1.292  0.12
H  1.770  0.177  2.069  0.13

Force components x, y, z for each atom (eV/Å):
C 0.18 -0.08 0.83
H -0.38 -0.16 0.21
H -0.08 0.15 0.01
H 0.16 0.41 0.03
O -1.40 -0.22 -0.10
Tb 0.91 -0.84 -0.17
H 0.48 1.04 0.27
O 0.07 -0.20 -0.80
C -0.12 -0.22 -0.21
O 0.12 0.21 -0.32
C -0.07 -0.30 0.12
C 0.13 -0.10 0.02
H 0.04 -0.27 0.42
H 0.23 0.05 0.13
H -0.18 0.34 -0.17
H -0.04 0.19 0.14
H 0.09 0.02 -0.16
H -0.10 0.09 0.01
H -0.04 -0.11 -0.26

Summary:
* charge: 0
* Kohn-Sham gap (alpha / beta): 9.22 / 5.59 eV
* energy above the lowest of the compared OMol25 structures with the same formula, charge and spin: 0.0 kcal per mole
* E: -32899.41110 eV
* multiplicity: 7
* expectation value of S²: 12.648
* lowest unoccupied orbital energy (alpha / beta): 0.06 / 0.24 eV


Record 3
The following is a DFT calculation (ωB97M-V with the def2-TZVPD basis set) of C4H11OP in the gas phase.

Each line ends with the Löwdin charge.
Geometry (Å):
C  -0.723  -1.250  2.556  -0.06
C  1.552  0.607  -1.879  -0.26
C  -1.275  -0.216  1.804  -0.33
C  0.727  0.886  -0.680  -0.42
O  -1.368  -0.159  0.595  -0.19
P  -0.929  0.956  -1.069  0.75
H  -0.614  -2.157  1.815  0.15
H  -1.313  -1.399  3.492  0.11
H  0.302  -1.061  2.908  0.10
H  2.200  1.482  -2.043  0.06
H  1.064  0.440  -2.850  0.06
H  2.243  -0.172  -1.872  0.03
H  -1.688  0.648  2.413  0.15
H  0.818  0.429  0.233  -0.03
H  -1.955  0.097  -1.217  -0.05
H  -1.002  1.314  -2.339  -0.07
H  -1.748  1.954  -0.393  0.01

Force components x, y, z for each atom (eV/Å):
C 1.36 -4.46 0.49
C 0.89 1.89 -1.20
C -1.62 3.95 -0.30
C -2.48 0.31 -1.75
O 0.15 -1.71 2.48
P -0.26 2.10 1.03
H -0.40 1.26 1.87
H 0.33 -0.36 -0.86
H -0.18 0.40 -0.21
H 0.04 -0.02 -0.32
H -0.45 0.26 0.42
H 1.08 -1.81 0.71
H 0.37 -0.39 -0.55
H 1.14 -1.08 1.91
H -1.05 -1.36 -0.88
H 0.38 1.38 -2.25
H 0.70 -0.39 -0.61

Summary:
* charge: 0
* Kohn-Sham gap: 6.86 eV
* energy above the lowest of the compared OMol25 structures with the same formula, charge and spin: 124.3 kcal per mole
* E: -15657.47204 eV
* multiplicity: 1
* lowest unoccupied orbital energy: 0.28 eV


Record 4
The following is a DFT calculation (ωB97M-V with the def2-TZVPD basis set) of 2 unconnected molecules or ions with the total composition C4H11OP.

Each line ends with the Löwdin charge.
Geometry (Å):
C  -1.714  -0.688  -0.990  -0.24
C  0.975  -2.197  -0.141  -0.13
C  0.241  2.851  -0.051  -0.06
C  0.983  -0.664  0.205  -0.37
O  -1.208  0.014  1.559  -0.28
P  -0.658  0.161  0.078  0.75
H  -1.329  -0.936  -2.015  0.01
H  -2.792  -0.443  -1.025  -0.01
H  0.416  -2.617  0.762  0.09
H  0.421  -2.479  -0.973  0.02
H  2.011  -2.482  0.102  0.07
H  -0.648  3.335  -0.498  -0.03
H  0.233  3.170  1.017  -0.02
H  1.101  2.665  -0.684  -0.04
H  1.632  -0.085  -0.534  0.09
H  1.407  -0.490  1.122  0.04
H  -1.072  0.887  2.067  0.11

Force components x, y, z for each atom (eV/Å):
C 0.50 0.61 -0.43
C 0.32 1.45 5.18
C -2.17 -0.64 0.94
C -0.55 0.03 -4.93
O -0.59 2.29 2.45
P 0.49 0.13 -1.80
H -0.11 0.22 1.13
H 0.74 -0.03 0.34
H 0.43 0.12 -1.22
H -0.16 -0.49 -1.79
H -0.33 -0.58 -1.23
H 0.71 -0.54 -0.25
H 0.93 -0.48 -0.91
H 0.04 0.22 0.45
H -0.63 -0.76 0.75
H 0.72 0.46 2.41
H -0.34 -1.99 -1.12

Summary:
* charge: 0
* Kohn-Sham gap (alpha / beta): 7.56 / 7.50 eV
* energy above the lowest of the compared OMol25 structures with the same formula, charge and spin: 96.4 kcal per mole
* E: -15658.68246 eV
* multiplicity: 1
* lowest unoccupied orbital energy (alpha / beta): 0.36 / 0.08 eV


Record 5
The following is a DFT calculation (ωB97M-V with the def2-TZVPD basis set) of 2 unconnected molecules or ions with the total composition C4H11P.

Each line ends with the Löwdin charge.
Geometry (Å):
C  1.179  1.828  0.015  -0.25
C  -2.197  -0.223  -0.091  -0.18
C  1.860  -0.971  0.119  -0.30
C  -0.914  -0.130  0.698  -0.40
P  0.604  0.270  -0.351  0.75
H  0.239  2.389  0.016  -0.01
H  2.165  2.213  -0.052  -0.01
H  -2.840  -0.746  0.473  0.03
H  -2.492  0.769  -0.192  0.05
H  -1.961  -0.587  -1.125  0.00
H  1.705  -1.827  -0.655  0.06
H  2.953  -0.569  0.035  0.08
H  1.649  -1.425  1.020  -0.02
H  -0.366  -1.086  1.233  0.11
H  -1.063  0.584  1.524  0.08
H  -0.520  -0.489  -2.666  0.02

Force components x, y, z for each atom (eV/Å):
C -2.01 -1.06 0.06
C 3.70 -0.06 -2.22
C 1.60 -0.34 -4.01
C 2.85 -1.36 1.36
P 0.14 0.18 0.04
H 0.83 0.95 0.15
H 0.43 0.39 -0.19
H -2.81 -2.07 1.39
H -0.99 1.72 -0.29
H -0.69 -0.17 0.99
H 0.64 1.36 1.15
H -2.14 -0.74 0.21
H -0.16 -0.60 2.28
H -2.30 1.76 -1.29
H 0.50 -0.11 -0.32
H 0.42 0.16 0.69

Summary:
* charge: 0
* Kohn-Sham gap (alpha / beta): 8.26 / 7.02 eV
* energy above the lowest of the compared OMol25 structures with the same formula, charge and spin: 118.0 kcal per mole
* E: -13609.53451 eV
* multiplicity: 1
* lowest unoccupied orbital energy (alpha / beta): -0.09 / -0.11 eV


Record 6
The following is a DFT calculation (ωB97M-V with the def2-TZVPD basis set) of 2 unconnected molecules or ions with the total composition C4H11S.

Each line ends with the Löwdin charge.
Geometry (Å):
C  -1.759  -1.353  -1.772  -0.04
C  1.870  -0.613  1.335  -0.43
C  1.442  2.176  1.835  -0.32
C  -2.738  -0.526  -2.405  0.32
S  1.404  0.907  0.412  0.65
H  -1.845  -1.788  -0.751  0.16
H  -0.809  -0.737  -1.872  0.12
H  1.610  -1.571  0.886  0.03
H  1.377  -0.486  2.256  0.00
H  2.919  -0.643  1.573  0.03
H  2.233  1.830  2.501  0.04
H  0.445  2.226  2.164  0.01
H  1.773  3.092  1.484  0.00
H  -3.658  -0.826  -2.733  0.08
H  -1.699  -2.322  -2.406  0.17
H  -2.566  0.636  -2.506  0.18

Force components x, y, z for each atom (eV/Å):
C 1.66 0.44 -2.19
C 0.28 0.62 -0.35
C 0.90 -2.86 -1.15
C 2.24 2.89 2.20
S 0.30 0.29 0.32
H -0.44 0.46 -0.29
H -0.70 -1.12 0.74
H -0.28 0.38 -0.31
H -0.79 -0.35 1.23
H 0.55 0.15 -0.22
H -0.58 -0.10 0.40
H -0.91 0.07 1.09
H 0.44 1.73 -1.08
H -2.37 -1.23 -1.10
H -0.23 1.04 0.72
H -0.07 -2.40 -0.01

Summary:
* charge: +1
* Kohn-Sham gap: 3.08 eV
* energy above the lowest of the compared OMol25 structures with the same formula, charge and spin: 70.2 kcal per mole
* E: -15150.50958 eV
* multiplicity: 1
* lowest unoccupied orbital energy: -8.21 eV